*1*
# C3H10NO

2 unconnected molecules or ions with the total composition C3H10NO (ωB97M-V/def2-TZVPD, the OMol25 dataset).

**Charge**: +1
**Multiplicity**: 1
**HOMO**: -15.0 eV
**Molecular weight**: 76.119 Da

The geometry in XYZ format:
```
15
Properties=species:S:1:pos:R:3:lowdin_charge:R:1
C 1.513 1.988 0.138 -0.076
O 1.592 0.638 0.667 -0.162
H 1.986 2.726 0.776 0.094
H 0.450 2.250 0.192 0.086
H 1.791 1.954 -0.913 0.091
H 2.453 0.498 1.070 0.107
C -1.013 -1.193 -0.726 -0.151
C -2.325 -1.023 -0.875 0.083
N -0.293 -1.161 0.568 0.171
H -0.338 -1.342 -1.559 0.127
H -2.709 -0.806 -1.857 0.083
H -2.908 -1.268 0.007 0.084
H 0.421 -1.883 0.639 0.165
H -0.799 -1.180 1.452 0.172
H 0.177 -0.198 0.421 0.127
```

=====

*2*
# C3H10NO

3 unconnected molecules or ions with the total composition C3H10NO (ωB97M-V/def2-TZVPD, the OMol25 dataset).

**Charge**: +1
**Multiplicity**: 1
**HOMO**: -14.1 eV
**Molecular weight**: 76.119 Da

The geometry in XYZ format:
```
15
Properties=species:S:1:pos:R:3:lowdin_charge:R:1
C -2.500 -1.446 -0.604 -0.011
C -1.245 -0.639 -0.792 -0.379
C -1.315 0.772 -0.852 0.408
N -0.102 -1.208 -0.981 0.328
H -2.993 -1.605 -1.563 0.107
H -3.184 -0.924 0.061 0.096
H -2.257 -2.430 -0.212 0.100
H -0.401 1.324 -1.025 0.105
H -2.261 1.281 -0.772 0.125
H 2.203 2.114 -0.266 -0.005
H 0.698 -0.573 -1.067 0.102
H 2.818 2.524 -0.118 0.037
H 3.043 -0.345 2.880 0.029
H 4.034 0.818 2.962 0.043
O 3.464 0.337 2.348 -0.083
```

=====

Energy comparison, zero being the most stable, in kcal/mol: *1* 0.0; *2* 79.8.